{
  "formula": "C29H30Cl5CrO5",
  "method": "ωB97M-V with the def2-TZVPD basis set",
  "symbols": ["H", "H", "H", "C", "C", "C", "H", "C", "H", "C", "C", "H", "H", "C", "H", "H", "C", "O", "H", "Cl", "O", "Cl", "C", "H", "H", "C", "C", "H", "C", "C", "H", "C", "C", "H", "C", "C", "H", "C", "Cr", "H", "C", "H", "H", "Cl", "O", "Cl", "Cl", "C", "C", "C", "C", "H", "H", "C", "C", "H", "H", "H", "C", "O", "C", "H", "H", "C", "H", "H", "C", "H", "O", "H"],
  "positions_angstrom": [[-1.505159, 0.795537, -1.542304], [1.941177, -3.352061, 1.821934], [0.806325, -3.760191, 4.265106], [1.064624, -2.792694, 3.847333], [-1.516391, -0.246462, -1.888968], [-2.323524, -0.312698, 3.909698], [0.211399, 2.454421, -0.922931], [-0.096105, 3.635509, -3.239781], [-2.017700, -0.823467, -1.102075], [-2.616535, -4.833093, 1.832852], [-3.131156, -5.471050, 2.980936], [1.701949, -0.537951, -3.000006], [1.888338, 3.035118, -1.120424], [-1.819686, -3.689716, 2.021287], [2.470135, -0.492640, 0.033427], [1.948527, 1.022701, 0.815798], [-1.541005, -3.188917, 3.246112], [-0.977343, 3.964713, -2.464472], [-1.966341, 0.478951, 0.676758], [-1.120183, -2.848805, 0.648586], [2.439104, 2.662684, -4.865300], [-2.936446, -5.413243, 0.253985], [0.909982, 0.094360, -2.581253], [0.714382, -1.424170, 5.581680], [0.937277, -2.503593, -1.716213], [1.077215, -1.582304, 4.550098], [0.004424, -2.230069, -2.209313], [4.573584, 3.880301, -4.159598], [-2.051318, -3.758579, 4.379707], [2.155933, -1.220166, 2.548439], [0.017026, -2.628460, -3.221611], [1.651130, 0.249136, 0.095256], [-2.850086, -4.938021, 4.264683], [-2.861131, -0.683648, 4.783365], [0.464702, 1.176444, -3.563434], [-1.166200, 0.490412, 3.953090], [-0.805648, -2.726737, -1.660487], [2.108946, 3.036866, -3.749378], [-0.116893, -1.187098, 2.143243], [-0.017173, 1.512259, 2.288690], [0.895961, 2.525913, -2.971227], [2.871418, -0.783811, 1.855053], [-3.648178, -0.946252, 2.235270], [-4.093940, -6.870642, 2.808147], [0.576576, -0.354459, 0.725854], [-1.724889, -3.078304, 5.925954], [-3.445968, -5.706337, 5.666481], [1.665712, -2.576014, 2.547577], [1.611186, 0.861410, -1.339672], [-0.788489, 0.815862, 2.606736], [-0.786919, 5.339995, -4.636082], [2.695549, 0.877671, -1.609643], [4.191252, 5.419281, -3.305129], [-2.728597, -0.478433, 2.560715], [-1.808477, 0.211915, 1.720991], [-0.623205, 1.155202, -3.718004], [-2.190506, -0.291582, -2.747821], [-0.574789, 5.694012, -5.657422], [3.790655, 4.608714, -3.913411], [0.117146, 4.257631, -4.412373], [1.156912, 2.307456, -1.461082], [0.947851, 1.035365, -4.537153], [-0.606152, 6.142966, -3.917684], [1.654328, -0.572749, 3.722710], [3.354914, 4.995786, -4.840788], [-0.716465, 0.904954, 4.853632], [-0.276924, -0.809916, -2.468934], [1.889609, 0.450414, 4.027295], [2.773794, 4.006549, -3.100814], [-1.829521, 5.013825, -4.553694]],
  "forces_ev_per_a": [[0.20, 0.02, 0.02], [-0.28, 0.47, 0.35], [-0.35, 0.29, -0.25], [0.95, 0.67, 0.31], [-1.06, 0.18, -0.62], [-0.13, 0.74, 0.01], [0.16, 0.08, -0.14], [-0.74, -0.36, 1.84], [0.24, -0.13, 0.17], [0.42, 0.67, 0.80], [0.77, 1.18, 0.23], [0.15, 0.23, -0.19], [0.00, 0.08, 0.33], [-0.89, -1.46, 0.21], [0.03, 0.20, -0.01], [0.67, 0.50, -0.27], [0.51, 1.47, 0.09], [0.57, -0.06, -1.00], [0.38, -0.49, 0.32], [-0.42, -0.58, -0.29], [-0.04, 0.59, 1.31], [-0.21, -0.34, -0.42], [-0.92, -1.21, 0.57], [0.01, -0.14, -0.94], [0.49, -0.03, 0.42], [-0.11, -0.63, 0.54], [-0.53, -0.72, -0.70], [-0.21, 0.19, 0.04], [-1.05, -1.82, -1.66], [0.07, -0.60, 1.10], [0.35, -1.34, -0.03], [0.33, -0.53, 0.28], [0.85, 1.15, -0.89], [0.31, -0.09, -0.32], [0.09, 0.47, -0.41], [-0.87, 0.39, -0.59], [0.15, 0.00, -0.44], [0.44, -1.29, -1.03], [1.38, -0.64, 1.80], [-0.20, -0.23, 0.10], [0.60, 1.05, -0.60], [-0.67, -0.15, 0.08], [0.19, -0.24, -0.06], [-0.36, -0.54, 0.01], [-0.46, 0.29, -3.08], [0.10, 0.12, 0.83], [-0.42, -0.51, 0.62], [0.85, 0.62, 0.48], [0.23, -0.06, -0.33], [-1.92, -0.06, 0.05], [0.03, 0.17, -0.61], [-0.35, -0.05, 0.22], [0.05, -0.04, -0.09], [0.40, 1.10, 0.09], [-0.30, 0.94, 1.52], [0.42, -0.07, 0.25], [-1.21, 0.52, 0.23], [-0.10, -0.13, 0.40], [0.02, 0.02, 0.25], [-0.64, 0.48, -0.18], [-0.74, -0.09, -0.15], [-0.31, 0.09, 0.20], [-0.05, -0.08, -0.02], [0.90, -0.83, -0.82], [0.10, -0.09, 0.16], [0.16, -0.42, -0.21], [1.60, 1.02, 0.74], [-0.29, -0.38, -0.25], [0.42, 0.34, -0.40], [0.25, 0.04, 0.01]],
  "e_above_lowest_ev": 0.0000,
  "spin_multiplicity": 4,
  "charge": -2,
  "lumo_ev": [4.0, 4.0]
}